Entry 1:
DFT (wB97M-V/def2-TZVPD) results for a structure of composition C9H9BClCoF4O9 at a distorted geometry.

Values from the calculation:
HOMO level (alpha / beta), eV: -4.595 / -4.592
ΔE to the lowest compared entry with this formula, charge and spin, eV: 0.2391
Orbital gap (alpha / beta), eV: 6.8 / 7.4
<S²>: 0.757

```
! RIJCOSX wB97M-V def2-TZVPD def2/J DEFGRID3
* xyz -1 2
Co -0.364 -0.150 -0.119
O 1.760 1.380 2.519
Cl 1.659 0.269 1.635
O 2.754 -0.628 1.771
O 0.379 -0.436 1.840
O 1.542 0.736 0.227
C -0.411 -5.120 -4.466
O -0.230 -3.939 -5.224
C -0.083 -2.749 -4.551
C -0.154 -1.646 -5.338
C 0.093 -0.309 -4.870
C -0.125 0.069 -3.617
C -0.006 2.006 -2.114
C 0.584 3.381 -2.108
O -0.662 1.572 -1.185
C 0.048 -1.780 -2.266
O 0.451 -1.690 -1.067
C 0.242 -2.795 -3.153
H -0.733 -5.882 -5.172
H -1.172 -4.988 -3.695
H 0.519 -5.448 -3.995
H -0.313 -1.805 -6.398
H 0.479 0.436 -5.556
H 1.646 3.318 -2.342
H 0.439 3.823 -1.128
H 0.099 3.989 -2.872
H 0.704 -3.679 -2.736
O -0.759 -0.688 -2.694
O 0.279 1.370 -3.238
F -2.117 -0.677 0.123
B -3.438 0.084 0.080
F -3.618 0.475 -1.231
F -4.378 -0.822 0.517
F -3.266 1.156 0.941
*
```

Entry 2:
DFT (wB97M-V/def2-TZVPD) results for a structure of composition C25H27MgN3 at a distorted geometry.

Values from the calculation:
HOMO level, eV: -6.025
Orbital gap, eV: 5.3

```
! RIJCOSX wB97M-V def2-TZVPD def2/J DEFGRID3
* xyz 0 1
C -2.979 -0.370 -0.042
C -3.155 -0.023 -1.599
H -2.264 -1.165 0.184
H -3.935 -0.748 0.315
H -2.791 0.502 0.615
H -2.268 0.037 -2.275
H -3.716 -0.872 -2.016
H -3.782 0.875 -1.720
C -0.887 -2.698 -1.495
C -0.041 -3.813 -1.537
C 1.312 -3.621 -1.816
C 1.748 -2.334 -2.129
H -1.965 -2.835 -1.379
H -0.454 -4.797 -1.329
H 2.023 -4.445 -1.797
H 2.779 -2.110 -2.394
N -0.428 -1.437 -1.585
C 0.845 -1.255 -2.021
C 1.282 0.128 -2.279
N 0.581 1.118 -1.670
C 1.133 2.341 -1.576
C 2.951 1.712 -3.022
C 2.300 2.683 -2.258
H 0.605 3.053 -0.944
H 2.668 3.703 -2.170
C 2.437 0.414 -3.026
H 2.904 -0.400 -3.574
H 3.849 1.943 -3.586
Mg -1.318 0.591 -0.731
C -1.975 2.652 -1.232
H -2.160 2.590 -2.315
H -1.290 3.491 -1.072
H -2.922 2.887 -0.724
C 0.358 3.623 3.693
C -0.389 3.767 2.518
C -0.656 2.664 1.717
C -0.146 1.373 2.049
C 0.627 1.260 3.235
C 0.867 2.365 4.045
N -0.398 0.279 1.254
C 0.116 -0.993 1.556
C 1.478 -1.301 1.323
C 1.967 -2.585 1.538
C 1.116 -3.601 1.995
C -0.239 -3.322 2.216
C -0.726 -2.033 2.031
H 0.537 4.489 4.330
H -0.777 4.744 2.223
H -1.253 2.781 0.809
H 1.032 0.279 3.501
H 1.448 2.238 4.958
H 2.121 -0.509 0.932
H 3.023 -2.795 1.347
H 1.504 -4.608 2.161
H -0.920 -4.114 2.544
H -1.776 -1.795 2.225
*
```

Entry 3:
DFT (wB97M-V/def2-TZVPD) results for a structure of composition C41H58AsCaN7O9P2S.

Values from the calculation:
HOMO level, eV: -7.881
ΔE to the lowest compared entry with this formula, charge and spin, eV: 0.3846
Orbital gap, eV: 8.2

```
! RIJCOSX wB97M-V def2-TZVPD def2/J DEFGRID3
* xyz 0 1
Ca 0.178 0.524 0.390
O 1.042 -2.727 2.018
C 1.674 -1.681 1.919
O 1.785 -0.971 0.843
C 2.439 -1.161 3.144
C 3.799 -0.541 2.775
C 4.697 -0.491 4.022
C 4.064 0.693 4.797
C 2.916 1.077 3.850
O 3.493 0.840 2.565
C 1.798 0.021 3.957
C 0.425 0.554 3.526
O -0.552 0.256 4.211
O 0.398 1.338 2.504
H 2.562 -2.020 3.803
H 4.255 -0.953 1.878
H 5.728 -0.275 3.742
H 4.684 -1.427 4.581
H 4.768 1.520 4.901
H 3.709 0.419 5.790
H 2.573 2.108 3.914
H 1.669 -0.296 4.991
C -1.623 1.402 -3.662
N -2.632 0.657 -2.900
C -2.826 -0.734 -3.291
P -2.859 1.181 -1.367
O -1.667 1.680 -0.642
O -3.536 -0.117 -0.683
P -3.159 -0.735 0.782
O -1.702 -0.699 0.997
N -3.886 -2.211 0.687
C -3.896 -2.976 -0.553
C -3.598 -3.048 1.865
N -3.989 0.085 1.915
C -5.437 0.181 1.858
C -3.327 1.034 2.812
N -4.002 2.360 -1.429
C -5.264 2.093 -2.102
C -4.087 3.344 -0.358
H -1.863 1.336 -4.725
H -0.618 1.013 -3.479
H -1.646 2.451 -3.371
H -2.681 -0.803 -4.370
H -3.844 -1.052 -3.073
H -2.126 -1.412 -2.796
H -4.216 -2.351 -1.380
H -4.613 -3.792 -0.444
H -2.917 -3.412 -0.783
H -3.633 -2.442 2.769
H -2.605 -3.502 1.797
H -4.359 -3.825 1.932
H -5.844 -0.594 1.212
H -5.758 1.159 1.483
H -5.852 0.050 2.860
H -2.271 0.799 2.930
H -3.790 0.958 3.798
H -3.447 2.062 2.450
H -5.101 1.428 -2.949
H -5.677 3.030 -2.479
H -5.998 1.637 -1.428
H -3.104 3.496 0.079
H -4.782 3.032 0.429
H -4.442 4.290 -0.771
N 0.432 7.646 6.999
C 0.667 7.028 6.059
C 0.959 6.255 4.881
C 0.230 5.100 4.610
C 0.513 4.351 3.480
C 1.516 4.781 2.620
C 2.253 5.928 2.885
C 1.977 6.665 4.022
N 1.805 4.007 1.470
C 3.046 3.539 1.082
C 2.811 2.675 0.064
N 1.462 2.617 -0.206
C 0.894 3.425 0.658
H -0.539 4.774 5.297
H 0.016 3.407 3.281
H 3.026 6.242 2.196
H 2.538 7.562 4.245
H 3.939 3.792 1.624
H 3.518 2.050 -0.455
H -0.166 3.604 0.751
C 4.440 1.608 -3.669
As 2.478 1.610 -3.583
C 2.240 3.555 -3.532
C 2.174 1.378 -5.509
H 4.795 2.296 -4.438
H 4.791 0.602 -3.901
H 4.854 1.904 -2.706
H 2.817 4.041 -4.320
H 2.557 3.927 -2.558
H 1.184 3.792 -3.657
H 2.767 2.088 -6.087
H 1.118 1.525 -5.736
H 2.445 0.361 -5.794
O 0.269 -0.691 -1.710
S 1.592 -1.410 -1.846
C 1.711 -1.839 -3.588
C 2.945 -2.241 -4.074
C 3.072 -2.577 -5.415
C 1.973 -2.496 -6.259
C 0.745 -2.074 -5.763
C 0.613 -1.742 -4.424
C 1.313 -3.061 -1.230
C 0.022 -3.542 -1.130
C -0.182 -4.807 -0.604
C 0.899 -5.569 -0.186
C 2.189 -5.066 -0.284
C 2.402 -3.799 -0.801
H 3.803 -2.292 -3.413
H 4.031 -2.896 -5.801
H 2.075 -2.753 -7.305
H -0.109 -2.001 -6.425
H -0.325 -1.397 -4.013
H -0.800 -2.902 -1.425
H -1.188 -5.196 -0.501
H 0.735 -6.550 0.241
H 3.028 -5.650 0.072
H 3.399 -3.376 -0.834
*
```

Entry 4:
DFT (wB97M-V/def2-TZVPD) results for a structure of composition C24H23Cl2N7O2PSr at a distorted geometry.

Values from the calculation:
HOMO level, eV: -9.824
ΔE to the lowest compared entry with this formula, charge and spin, eV: 0.0000
Orbital gap, eV: 6.5

```
! RIJCOSX wB97M-V def2-TZVPD def2/J DEFGRID3
* xyz 1 1
Sr 0.807 0.124 -2.997
Cl -2.999 -5.733 -1.109
C -2.583 -4.065 -1.323
C -1.255 -3.749 -1.523
C -0.923 -2.412 -1.763
N 0.431 -1.947 -1.836
C 1.317 -2.505 -1.047
O 1.207 -3.473 -0.277
C 2.724 -1.985 -1.161
C 3.746 -2.608 -0.478
C 5.011 -2.202 -0.760
C 5.256 -1.210 -1.724
C 4.169 -0.563 -2.273
N 2.936 -0.980 -2.011
C -1.949 -1.450 -1.909
C -3.278 -1.802 -1.634
C -3.623 -3.134 -1.407
Cl -5.234 -3.587 -1.122
N -1.558 -0.137 -2.178
C -2.090 0.773 -1.420
O -2.950 0.634 -0.507
C -1.625 2.126 -1.652
C -2.420 3.150 -1.167
C -1.967 4.438 -1.257
C -0.724 4.677 -1.829
C -0.004 3.605 -2.317
N -0.404 2.348 -2.205
H -0.576 -4.542 -1.486
H 3.521 -3.316 0.296
H 5.889 -2.596 -0.269
H 6.244 -0.859 -1.971
H 4.237 0.363 -2.873
H -4.061 -1.065 -1.669
H -3.348 2.824 -0.741
H -2.519 5.242 -0.793
H -0.306 5.649 -1.852
H 0.965 3.788 -2.736
C -1.433 -0.062 2.956
N -1.183 0.472 1.567
C -0.817 1.947 1.647
N 0.259 2.186 2.545
C -0.060 1.610 3.840
N -0.305 0.185 3.808
C 0.883 -0.589 3.406
P 1.543 -0.186 1.734
C -0.073 -0.277 0.918
C 1.542 1.693 1.992
H -1.655 -1.104 2.902
H -2.266 0.486 3.392
H -1.991 0.365 0.947
H -1.703 2.403 2.047
H -0.571 2.275 0.614
H -0.972 2.104 4.150
H 0.732 1.825 4.553
H 0.642 -1.662 3.481
H 1.704 -0.416 4.131
H -0.391 -1.322 0.827
H -0.006 0.076 -0.127
H 1.698 2.191 1.015
H 2.362 1.977 2.633
*
```

Entry 5:
DFT (wB97M-V/def2-TZVPD) results for a cluster of 2 separate species, C4H11N3 in total at a distorted geometry.

Values from the calculation:
HOMO level, eV: -19.264
ΔE to the lowest compared entry with this formula, charge and spin, eV: 3.9310
Orbital gap, eV: 8.2

```
! RIJCOSX wB97M-V def2-TZVPD def2/J DEFGRID3
* xyz 2 1
C 1.220 0.591 0.368
C -1.662 -0.593 -0.319
C 2.154 1.618 0.937
C -1.694 -0.829 -1.732
N 1.808 -0.333 -0.387
N -2.317 -1.060 0.661
N -0.044 0.511 0.738
H 2.304 2.358 0.274
H 1.637 2.196 1.832
H 3.123 1.311 1.276
H -2.578 -1.314 -2.000
H -1.030 -1.597 -1.885
H -1.350 0.137 -2.261
H 2.587 -0.151 -1.024
H 1.537 -1.270 -0.382
H -3.210 -1.431 0.750
H -2.008 -1.035 1.592
H -0.477 0.892 1.564
*
```

Entry 6:
DFT (wB97M-V/def2-TZVPD) results for a structure of composition C15H23F5MoNO2Si2.

Values from the calculation:
HOMO level (alpha / beta), eV: -12.708 / -13.016
Orbital gap (alpha / beta), eV: 7.6 / 8.0
<S²>: 2.024

```
! RIJCOSX wB97M-V def2-TZVPD def2/J DEFGRID3
* xyz 1 3
Mo 1.394 0.752 0.100
C -1.928 1.235 1.939
Si -2.016 0.582 0.189
C -2.183 1.984 -1.034
C -3.491 -0.568 0.049
C -0.355 -0.335 -0.190
C 0.181 -1.260 0.836
C -0.493 -2.062 1.757
C 0.254 -2.849 2.609
C 1.650 -2.793 2.588
C 2.265 -1.924 1.727
N 1.537 -1.186 0.869
Si -0.143 -1.078 -1.968
C 1.328 -2.246 -1.970
C 0.207 0.311 -3.185
C -1.683 -2.022 -2.433
H -2.855 1.776 2.150
H -1.113 1.936 2.106
H -1.842 0.439 2.681
H -3.058 2.578 -0.759
H -2.339 1.634 -2.055
H -1.322 2.658 -1.031
H -4.386 -0.008 0.331
H -3.438 -1.429 0.717
H -3.646 -0.940 -0.961
H -1.572 -2.090 1.767
H -0.244 -3.512 3.304
H 2.241 -3.401 3.256
H 3.337 -1.787 1.699
H 2.286 -1.761 -1.772
H 1.394 -2.674 -2.974
H 1.217 -3.078 -1.272
H 1.280 0.456 -3.329
H -0.228 1.271 -2.909
H -0.205 0.033 -4.158
H -2.016 -2.701 -1.647
H -1.461 -2.622 -3.319
H -2.508 -1.356 -2.687
F 1.112 0.905 3.033
C 1.945 1.400 2.081
F 3.189 0.879 2.317
C 2.059 2.923 2.266
F 2.377 3.258 3.505
F 2.998 3.386 1.427
F 0.888 3.495 1.941
O 1.780 3.952 -2.331
C 2.378 3.005 -1.953
O 1.829 2.115 -1.078
H 3.400 2.720 -2.231
*
```